No. 1
Entry from the OMol25 dataset: a structure of composition C36H43BiF5NO5PS (ωB97M-V with the def2-TZVPD basis set).

## Properties
**Electronic energy**: -3282.1590 Ha
**Kohn-Sham gap**: 7.0 eV
**Strongest force on any atom**: 0.207 eV/A

```
! wB97M-V def2-TZVPD RIJCOSX def2/J DEFGRID3
* xyz -1 1
Bi 0.0765 -0.1216 1.0040
S 2.1430 -1.3411 -0.5412
P -2.8337 0.0757 -0.3313
F 2.5526 -3.8633 4.3555
F 0.8563 -6.7724 1.0651
F -0.6959 -4.7916 0.0975
F 2.4929 -6.3380 3.1979
F 0.9988 -1.8627 3.3872
O 3.1196 -0.5997 -1.2819
O 2.1818 -2.7722 -0.6523
O 0.7019 -0.8328 -0.9178
O -0.6574 -2.2973 1.2440
O 2.1353 -0.9157 0.9485
N 0.7143 2.0219 0.2676
C 0.9314 3.7726 -3.5610
C -2.4710 -3.4624 -2.5267
C 1.7254 -5.3432 2.7189
C -4.9483 3.3503 -1.9835
C -0.0653 4.5919 2.8422
C 1.2830 2.8686 3.8037
C 0.8904 -5.5597 1.6362
C -2.8543 2.9017 -0.2793
C -3.7036 4.1632 -2.3222
C -3.9368 -3.9191 -2.4343
C 0.0993 -4.5413 1.1469
C 1.3079 3.9062 -1.1794
C -3.2077 1.6918 -1.1587
C 0.4747 2.4716 -3.3865
C 1.3629 4.4732 -2.4422
C 0.0984 -3.2578 1.7100
C -4.3352 -0.3285 0.7145
C -4.8297 -2.8075 -1.8657
C -4.5868 1.8659 -1.8314
C -4.3415 -1.4331 -2.3192
C 1.3814 2.2574 2.5589
C -4.0095 -1.3353 1.8283
C -3.1087 -0.7446 2.9303
C -5.0806 0.8794 1.3352
C 0.7895 2.6143 -0.9815
C 0.0083 3.9824 1.6048
C 0.5588 4.0379 3.9586
C -2.1634 -2.4193 -1.4595
C 1.7520 -4.0918 3.3034
C -4.6686 1.1943 2.7818
C 0.9496 -3.0851 2.8068
C -3.2278 0.7786 3.0380
C -2.9321 -1.1184 -1.7578
C 0.4070 1.9008 -2.1280
C -2.7252 4.1723 -1.1357
C 0.7244 2.7808 1.4309
H 0.1724 1.8839 -4.2464
H -2.4267 -2.8180 -0.4773
H -1.9209 2.7091 0.2519
H -1.7976 -4.3134 -2.4193
H -5.0673 -0.6652 -2.0513
H -4.3005 -4.2155 -3.4222
H 2.0283 1.3941 2.4302
H 1.7614 5.4754 -2.5519
H -2.3679 -0.5840 -2.5322
H -2.0798 -1.0473 2.7508
H -1.0964 -2.2150 -1.4073
H -4.5539 1.4055 -2.8222
H -2.9160 5.0471 -0.5067
H -5.0294 -0.8040 0.0207
H -3.9668 5.1847 -2.6038
H 0.9786 4.2172 -4.5466
H 1.7998 2.4303 4.6488
H 1.6755 4.4645 -0.3286
H 0.4882 4.5210 4.9245
H -5.3767 1.3517 -1.2791
H -4.2932 -1.4259 -3.4133
H -5.8689 -2.9590 -2.1681
H -5.3802 3.7277 -1.0502
H -4.8174 -2.8499 -0.7729
H -4.9680 -1.6415 2.2622
H -5.3118 0.6514 3.4818
H -2.4542 1.6912 -1.9532
H -6.1524 0.6605 1.3066
H -3.3843 -1.1953 3.8878
H -4.0091 -4.8035 -1.7966
H 0.0971 0.8696 -2.0220
H -3.2170 3.7179 -3.1965
H -3.6163 3.0548 0.4888
H -5.7187 3.4649 -2.7497
H -2.2717 -3.0300 -3.5132
H -1.7046 4.2642 -1.5070
H -0.6297 5.5121 2.9427
H -4.9462 1.7674 0.7235
H -0.4978 4.4271 0.7571
H -2.8895 1.1170 4.0192
H -2.5772 1.2753 2.3066
H -4.8176 2.2573 2.9841
H -3.5470 -2.2385 1.4254
*
```

No. 2
Entry from the OMol25 dataset: a structure of composition C36H43CoN2OP2SSi (ωB97M-V with the def2-TZVPD basis set).

## Properties
**Energy above the lowest of the compared OMol25 structures with the same formula, charge and spin**: 11.4 kJ/mol
**Electronic energy**: -4335.4112 Ha
**Kohn-Sham gap (spin up / spin down)**: 6.4 / 6.4 eV
**Strongest force on any atom**: 0.624 eV/A

```
! wB97M-V def2-TZVPD RIJCOSX def2/J DEFGRID3
* xyz 0 1
Co -0.0290 -0.1287 0.0567
S -5.3193 1.2637 1.7971
P -1.1157 1.1812 -1.2486
P -1.3173 -1.4794 -1.4887
Si 2.0729 0.6660 0.5325
O -0.5733 -1.1404 1.7429
N -2.3733 -0.0425 -1.4782
N -0.3532 -0.5963 2.9110
C -3.2123 -5.0382 -0.8856
C -0.4821 2.7373 -5.5520
C -1.5139 1.8428 -5.3004
C -4.7755 0.0522 -0.6874
C -3.7454 4.2654 -0.5186
C -1.0480 -2.1379 -4.2761
C -3.1371 3.1637 -1.0969
C -5.6690 -0.0085 0.5479
C 2.7749 2.1784 -0.3946
C 0.6974 -0.8396 -3.2602
C 0.3879 -0.8151 5.1414
C -0.4048 1.2798 4.3396
C -1.9682 2.6369 -0.5480
C 1.3706 -0.7859 -4.4702
C -0.5385 -1.4874 -3.1499
C 2.7029 1.0126 2.3126
C 3.2266 -0.7744 0.0017
C 0.8364 -1.4103 -5.5890
C -0.6226 0.7017 3.1072
C -3.1733 4.8736 0.5944
C 0.3208 3.1760 -4.5071
C -1.3903 3.2618 0.5533
C -2.3306 -3.9647 -0.8232
C -4.2351 0.3421 2.9061
C -1.7361 1.3766 -4.0110
C -3.3140 -0.1388 -0.3203
C -2.5382 -2.8324 -1.6055
C 0.1013 2.7075 -3.2193
C -3.6500 -2.7836 -2.4481
C -0.3651 -2.0958 -5.4857
C -4.5331 -3.8509 -2.5078
C -1.9897 4.3808 1.1228
C 0.1502 -1.3542 3.8965
C -0.9220 1.7968 -2.9626
C -4.3126 -4.9809 -1.7271
C 0.1062 0.5206 5.3749
H 1.1214 3.8819 -4.6942
H -3.0678 0.6307 0.4158
H -5.0032 -5.8142 -1.7755
H -3.6473 5.7405 1.0397
H -1.4752 -4.0001 -0.1566
H -5.3928 -3.8066 -3.1659
H -0.6339 2.3288 4.4692
H 0.2907 0.9623 6.3448
H -5.1068 -0.7172 -1.3873
H -1.5271 4.8701 1.9723
H -2.5275 0.6638 -3.8125
H -4.6637 4.6585 -0.9382
H -3.3453 -0.0283 2.3914
H 3.8486 2.3175 -0.2083
H -0.4515 2.8746 0.9397
H -3.1796 -1.0924 0.2060
H 3.7948 1.1418 2.3056
H -3.0410 -5.9142 -0.2724
H -4.8922 1.0190 -1.1862
H 2.8986 -1.2712 -0.9173
H 4.2566 -0.4250 -0.1565
H 2.2723 1.9329 2.7279
H -0.3049 3.0935 -6.5601
H 1.3629 -1.3755 -6.5355
H 0.7320 3.0516 -2.4060
H -1.9777 -2.6835 -4.2276
H 2.2621 3.0999 -0.0893
H 0.3441 -2.3763 3.6103
H -3.9255 1.0314 3.6924
H 1.1202 -0.3620 -2.3818
H 0.8006 -1.4487 5.9143
H -4.7624 -0.4950 3.3646
H -0.9992 1.2038 2.2284
H 3.2565 -1.5404 0.7858
H -6.7154 0.1032 0.2651
H -0.7786 -2.6030 -6.3494
H -3.8164 -1.9027 -3.0586
H 2.4814 0.1944 3.0097
H -2.1428 1.4972 -6.1127
H 2.6475 2.0715 -1.4776
H -3.5691 2.7062 -1.9810
H 2.3171 -0.2610 -4.5326
H -5.5768 -0.9830 1.0372
*
```

No. 3
Entry from the OMol25 dataset: a cluster of 2 separate species, C36H43N4O5 in total at a distorted geometry (ωB97M-V with the def2-TZVPD basis set).

## Properties
**Electronic energy**: -1992.3791 Ha
**Kohn-Sham gap**: 5.8 eV
**Strongest force on any atom**: 6.827 eV/A

```
! wB97M-V def2-TZVPD RIJCOSX def2/J DEFGRID3
* xyz 1 1
O -3.2820 8.1712 4.0308
O 3.8722 0.4109 3.6006
O -4.8268 7.2878 9.1199
O -3.2104 5.1945 8.7135
O -5.8571 8.5852 7.0117
N -2.6691 5.2911 2.0829
N -1.5512 -0.4197 2.8496
N -2.8896 7.5153 1.8507
N -3.6208 0.1845 2.6094
C -2.4665 3.9738 1.8850
C -2.2795 2.0209 -1.9890
C -5.4999 7.2897 6.8123
C -3.1197 7.2955 3.1791
C -3.7689 8.2579 9.3904
C -2.3177 4.0720 8.5286
C -1.5857 6.3793 0.0987
C -2.3396 -1.3581 3.5509
C 0.5913 -1.2672 3.5417
C 0.4359 0.9558 2.5555
C -2.4637 3.3387 0.6425
C -5.5586 6.6241 5.5860
C -3.9947 5.5613 7.6649
C -1.8973 -0.7496 -2.0568
C 4.7191 -0.7603 3.7220
C -2.0608 -0.0296 -3.2498
C -3.9338 5.0179 6.3780
C 1.7379 1.2297 2.9521
C -2.3817 0.4137 2.1757
C -4.8340 6.6772 7.9000
C -3.0533 5.7840 3.4102
C -4.3729 5.1734 3.9187
C 1.9307 -1.0480 3.8422
C -2.8039 6.3126 1.0328
C -0.1604 -0.2623 2.9279
C -2.2613 1.9836 0.4961
C -4.7945 0.9845 2.3027
C -3.6176 -0.9698 3.4169
C 2.5307 0.1892 3.5004
C -2.1475 1.3084 -0.7470
C -2.2434 1.3581 -3.2061
C -4.6476 5.6047 5.3332
C -1.9311 -0.0938 -0.8320
C -4.0964 6.1331 0.2196
C -6.2930 9.3452 5.8621
C -2.9622 8.8433 1.2859
H -2.0552 -0.5424 -4.2098
H 4.4660 -1.3450 4.6203
H 2.1785 2.2145 2.8053
H -4.2800 4.0784 3.8610
H -4.9762 6.3206 0.8507
H -1.7962 3.9683 9.4807
H -4.0957 6.8496 -0.6117
H 4.6326 -1.3943 2.8254
H -6.4693 10.3512 6.2445
H -3.8408 8.9560 0.6380
H -5.2904 1.3062 3.2295
H -2.0692 9.0426 0.6851
H -1.8153 -0.6513 0.0978
H -5.5199 0.4176 1.7043
H -4.4831 1.8668 1.7343
H -5.1852 5.4886 3.2408
H -3.0201 9.5730 2.0961
H -2.4340 3.1010 -1.9752
H -2.3644 1.9282 -4.1283
H -2.3273 3.3903 2.8015
H -3.9877 8.6194 10.3948
H -3.8189 9.0732 8.6597
H -6.2000 6.9977 4.7821
H -0.1095 1.7097 1.9909
H -2.8778 3.1514 8.3054
H -1.2858 5.3851 -0.2363
H 0.1438 -2.2265 3.7915
H -1.8391 6.9843 -0.7799
H -3.2840 4.1593 6.1735
H -4.1735 5.1256 -0.1965
H -5.5141 9.3604 5.0849
H -7.2232 8.9255 5.4532
H 5.7255 -0.3509 3.8045
H -2.2449 5.5791 4.1409
H -1.8977 -2.1483 4.1289
H 2.5176 -1.8329 4.3229
H -2.6549 3.9622 -0.2329
H -2.0265 1.4092 1.8053
H -1.7505 -1.8307 -2.0890
H -2.7954 7.7561 9.3593
H -4.5180 -1.3782 3.8318
H -0.7441 6.8463 0.6258
H -1.5964 4.2705 7.7220
*
```